--- P ---
{"formula": "H9O4S", "method": "the ωB97M-V functional and the def2-TZVPD basis", "species": ["S", "H", "H", "H", "O", "H", "H", "O", "H", "H", "O", "H", "H", "O"], "xyz": [[1.76, -0.63, -1.31], [1.36, 0.52, -1.86], [2.41, 0.04, 1.99], [1.34, 0.42, 1.06], [1.55, 0.49, 2.02], [-1.63, -0.70, -1.45], [-1.22, 0.42, -0.58], [-1.97, 0.15, -1.13], [1.07, -3.55, -3.16], [1.65, -3.24, -1.76], [1.59, -3.92, -2.45], [-2.18, 3.89, 3.19], [-2.78, 2.58, 2.71], [-2.96, 3.52, 2.75]], "homo_lumo_gap_ha": 0.252, "total_charge": -1, "multiplicity": 1}



--- Q ---
{"formula": "H9O4S", "method": "the ωB97M-V functional and the def2-TZVPD basis", "species": ["S", "H", "H", "H", "O", "H", "H", "O", "H", "H", "O", "H", "H", "O"], "xyz": [[1.11, -0.15, 1.90], [0.57, 0.53, 2.91], [-1.13, 1.04, 0.12], [-2.31, 0.63, 0.87], [-2.01, 0.67, -0.05], [1.13, -0.91, -1.32], [2.16, -1.61, -0.50], [1.49, -1.79, -1.17], [-1.85, -1.13, -0.93], [-0.98, -2.29, -1.28], [-1.87, -1.94, -1.47], [1.56, 1.66, 0.61], [0.61, 2.71, 0.01], [1.52, 2.59, 0.27]], "homo_lumo_gap_ha": 0.272, "total_charge": -1, "multiplicity": 1}



Most stable pick: Q. Distance to second place: 19.7 kJ/mol.



--- P ---
{"formula": "C3H7O3", "method": "the ωB97M-V functional and the def2-TZVPD basis", "species": ["C", "C", "O", "O", "H", "H", "H", "C", "O", "H", "H", "H", "H"], "xyz": [[1.59, -1.03, 1.82], [0.73, 0.14, 1.25], [1.12, 0.55, 0.12], [-0.22, 0.51, 1.96], [2.65, -0.84, 1.70], [1.36, -1.98, 1.30], [1.37, -1.22, 2.89], [-1.53, 0.92, -2.05], [-1.68, -0.07, -1.05], [-0.82, -0.54, -1.02], [-2.39, 1.58, -1.97], [-1.59, 0.50, -3.07], [-0.60, 1.48, -1.87]], "homo_lumo_gap_ha": 0.297, "total_charge": -1, "multiplicity": 1}



--- Q ---
{"formula": "C3H7O3", "method": "the ωB97M-V functional and the def2-TZVPD basis", "species": ["C", "O", "H", "H", "H", "H", "C", "C", "O", "O", "H", "H", "H"], "xyz": [[-1.40, -0.55, 1.69], [-1.35, 0.80, 1.85], [-0.76, 1.17, 1.12], [-2.44, -0.99, 1.65], [-0.93, -1.10, 2.46], [-0.89, -0.95, 0.81], [1.26, -0.01, -1.95], [0.77, 0.46, -0.58], [-0.20, 1.25, -0.45], [1.62, 0.19, 0.30], [0.45, -0.19, -2.67], [1.96, -0.87, -1.94], [1.90, 0.79, -2.29]], "homo_lumo_gap_ha": 0.315, "total_charge": -1, "multiplicity": 1}



--- R ---
{"formula": "C3H7O3", "method": "the ωB97M-V functional and the def2-TZVPD basis", "species": ["C", "C", "O", "O", "H", "H", "H", "C", "O", "H", "H", "H", "H"], "xyz": [[-0.41, 2.04, -0.93], [0.88, 1.72, -0.13], [0.79, 0.72, 0.64], [1.84, 2.49, -0.28], [-1.25, 2.25, -0.26], [-0.77, 1.19, -1.52], [-0.22, 2.86, -1.61], [-0.20, -2.56, 0.83], [-0.04, -1.63, -0.23], [0.15, -0.74, 0.19], [-0.19, -2.03, 1.79], [-1.18, -3.03, 0.71], [0.60, -3.29, 0.78]], "homo_lumo_gap_ha": 0.311, "total_charge": -1, "multiplicity": 1}



Most stable pick: R. Distance to second place: 28.2 kJ/mol.



--- P ---
{"formula": "C3H7O3", "method": "the ωB97M-V functional and the def2-TZVPD basis", "species": ["C", "C", "O", "O", "H", "H", "H", "C", "O", "H", "H", "H", "H"], "xyz": [[2.41, 0.31, -1.53], [1.21, 0.55, -0.57], [0.44, 1.48, -0.87], [1.15, -0.24, 0.40], [2.33, -0.68, -1.98], [3.31, 0.23, -0.93], [2.45, 1.03, -2.34], [-1.77, -0.57, 1.37], [-2.95, -1.33, 1.12], [-3.33, -0.95, 0.33], [-1.28, -0.90, 2.29], [-0.96, -0.65, 0.65], [-1.95, 0.50, 1.51]], "homo_lumo_gap_ha": 0.291, "total_charge": -1, "multiplicity": 1}



--- Q ---
{"formula": "C3H7O3", "method": "the ωB97M-V functional and the def2-TZVPD basis", "species": ["C", "O", "H", "H", "H", "H", "C", "C", "O", "O", "H", "H", "H"], "xyz": [[1.95, 1.08, 0.85], [2.27, 0.13, -0.12], [1.45, -0.05, -0.63], [1.09, 1.68, 0.52], [2.77, 1.76, 1.03], [1.63, 0.66, 1.83], [-1.86, -1.10, 0.00], [-1.28, -0.28, -1.17], [-0.47, 0.62, -0.85], [-1.67, -0.58, -2.32], [-1.09, -1.77, 0.42], [-2.66, -1.73, -0.38], [-2.12, -0.42, 0.81]], "homo_lumo_gap_ha": 0.307, "total_charge": -1, "multiplicity": 1}



--- R ---
{"formula": "C3H7O3", "method": "the ωB97M-V functional and the def2-TZVPD basis", "species": ["C", "O", "C", "C", "O", "H", "H", "H", "H", "H", "O", "H", "H"], "xyz": [[0.51, -1.28, 1.75], [-0.08, -0.46, 0.78], [0.83, -0.03, -0.20], [0.14, 0.84, -1.24], [0.85, 1.29, -2.14], [-0.28, -1.56, 2.47], [0.93, -2.20, 1.31], [1.31, -0.75, 2.29], [1.29, -0.90, -0.72], [1.66, 0.54, 0.25], [-2.74, 1.51, -1.23], [-3.08, 1.84, -2.11], [-1.36, 1.17, -1.21]], "homo_lumo_gap_ha": 0.233, "total_charge": -1, "multiplicity": 1}



Most stable pick: Q. Distance to second place: 35.8 kJ/mol.



--- P ---
{"formula": "C6H14NO", "method": "the ωB97M-V functional and the def2-TZVPD basis", "species": ["C", "C", "C", "N", "C", "C", "C", "O", "H", "H", "H", "H", "H", "H", "H", "H", "H", "H", "H", "H", "H", "H"], "xyz": [[-0.87, 0.40, 3.13], [-0.17, 0.85, 1.76], [-0.62, 0.00, 0.59], [0.25, 0.36, -0.57], [1.44, -0.44, -0.36], [-0.52, 0.04, -1.77], [0.26, -0.53, -3.09], [-0.40, -0.96, -4.11], [-0.86, -0.61, 3.05], [-0.12, 0.73, 3.84], [-1.86, 0.80, 3.53], [-0.50, 1.89, 1.38], [0.87, 1.00, 1.83], [-1.66, 0.27, 0.33], [-0.53, -1.06, 0.84], [2.12, 0.10, 0.38], [2.07, -0.48, -1.28], [1.22, -1.35, -0.03], [-0.96, 1.00, -2.13], [-1.12, -0.86, -1.51], [0.80, -1.37, -2.62], [1.16, 0.24, -3.20]], "homo_lumo_gap_ha": 0.208, "total_charge": -1, "smiles": "CCCN(C)CC[O-]", "multiplicity": 1}



--- Q ---
{"formula": "C6H14NO", "method": "the ωB97M-V functional and the def2-TZVPD basis", "species": ["C", "O", "C", "C", "C", "C", "C", "N", "H", "H", "H", "H", "H", "H", "H", "H", "H", "H", "H", "H", "H", "H"], "xyz": [[-0.03, 0.51, -2.11], [0.97, -0.33, -2.32], [-0.86, 0.36, -0.71], [0.27, -0.04, 0.34], [1.20, 1.19, 0.70], [-0.30, -0.79, 1.52], [0.82, -1.76, 2.15], [-2.13, 0.83, 0.32], [0.19, 1.59, -2.12], [-0.78, 0.39, -2.89], [-1.26, 1.44, -0.62], [0.74, -0.78, -0.32], [1.96, 0.98, 1.48], [1.78, 1.35, -0.28], [0.68, 2.06, 0.99], [-1.13, -1.22, 1.00], [-0.70, -0.19, 2.27], [1.66, -1.21, 2.63], [1.24, -2.35, 1.25], [0.34, -2.49, 2.89], [-2.86, 1.08, -0.39], [-1.28, -0.69, -0.91]], "homo_lumo_gap_ha": 0.265, "total_charge": -1, "multiplicity": 1}



--- R ---
{"formula": "C6H14NO", "method": "the ωB97M-V functional and the def2-TZVPD basis", "species": ["C", "C", "C", "C", "C", "N", "C", "O", "H", "H", "H", "H", "H", "H", "H", "H", "H", "H", "H", "H", "H", "H"], "xyz": [[1.73, 1.36, 0.87], [1.77, 0.23, -0.16], [-1.23, 0.14, -1.01], [-2.08, -0.60, 0.01], [-3.57, -0.14, 0.03], [1.01, -0.89, -0.08], [3.02, -0.85, 0.23], [4.26, -0.25, 0.12], [0.69, 1.70, 1.01], [2.24, 2.20, 0.40], [2.33, 1.08, 1.74], [1.94, 0.63, -1.18], [-1.22, -0.27, -2.03], [-1.39, 1.22, -1.05], [-1.65, -0.36, 1.00], [-2.18, -1.67, -0.20], [-4.10, -0.89, 0.63], [-3.67, 0.88, 0.40], [-3.86, -0.18, -1.03], [-0.10, -0.53, -0.59], [3.12, -1.77, -0.40], [2.94, -1.05, 1.31]], "homo_lumo_gap_ha": 0.232, "total_charge": -1, "multiplicity": 1}



Most stable pick: P. Distance to second place: 262.4 kJ/mol.



--- P ---
{"formula": "H4N5", "method": "the ωB97M-V functional and the def2-TZVPD basis", "species": ["H", "N", "N", "N", "N", "N", "H", "H", "H"], "xyz": [[2.08, 1.03, -2.06], [2.05, 0.31, -1.38], [0.98, 0.01, -1.03], [0.10, -0.65, -0.69], [-0.76, -0.67, 0.27], [-0.74, 0.45, 1.17], [-1.31, -1.58, 0.64], [-0.86, 0.00, 2.09], [-1.53, 1.11, 1.00]], "homo_lumo_gap_ha": 0.355, "total_charge": 1, "smiles": "[H]/N=N/N=[NH+]\\N", "multiplicity": 1}



--- Q ---
{"formula": "H4N5", "method": "the ωB97M-V functional and the def2-TZVPD basis", "species": ["N", "N", "N", "N", "N", "H", "H", "H", "H"], "xyz": [[-2.71, -1.10, 2.15], [0.35, -1.12, -0.65], [-1.93, -0.94, 1.38], [0.82, 1.15, -0.31], [0.97, -0.06, -0.76], [-0.42, -1.08, 0.05], [0.06, 1.36, 0.28], [1.08, 1.87, -0.82], [1.78, -0.08, -1.33]], "homo_lumo_gap_ha": 0.411, "total_charge": 1, "multiplicity": 1}



--- R ---
{"formula": "H4N5", "method": "the ωB97M-V functional and the def2-TZVPD basis", "species": ["N", "N", "N", "N", "N", "H", "H", "H", "H"], "xyz": [[2.32, -0.24, 0.46], [1.26, -0.17, 0.19], [0.07, 0.00, -0.01], [-0.85, -1.12, 0.21], [-0.42, 1.27, -0.15], [-1.22, -1.46, -0.78], [-0.47, -1.88, 0.82], [-0.95, 1.61, -0.99], [0.26, 1.98, 0.25]], "homo_lumo_gap_ha": 0.350, "total_charge": 1, "smiles": "N#[N+]N(N)N", "multiplicity": 1}



Most stable pick: Q. Distance to second place: 340.9 kJ/mol.